1.
13
Properties=species:S:1:pos:R:3 method="wB97M-V/def2-TZVPD" e_homo_ev=-7.98 orbital_gap_ev=7.5813 energy_ev=-19900.3571 e_above_lowest_kcal_mol=56.61 e_lumo_ev=-0.402 charge=0
C -0.66 1.88 0.74
N 0.73 -1.67 -0.57
N -0.25 0.68 -0.02
Si -0.92 -1.73 -0.49
Si 1.34 0.08 -0.19
H -0.83 2.91 0.32
H -1.56 1.56 1.21
H -0.01 2.03 1.61
H 1.46 -2.18 -0.98
H -1.81 -1.71 -1.77
H -1.88 -2.25 0.70
H 2.38 -0.18 0.82
H 2.01 0.59 -1.37

=====

2.
104
Properties=species:S:1:pos:R:3 method="wB97M-V/def2-TZVPD" e_homo_ev="-16.53 / -17.26" s2=0.76 multiplicity=2 orbital_gap_ev="2.9423 / 3.6766" energy_ev=-187586.4498 e_above_lowest_kcal_mol=107.49 e_lumo_ev="-13.586 / -13.584" charge=+4
Ir -0.69 0.43 0.44
C -1.36 -2.80 3.68
C -2.71 -3.06 3.59
C -3.47 -2.32 2.70
C -2.87 -1.34 1.91
N -1.55 -1.12 1.98
C -0.83 -1.82 2.85
C -3.65 -0.48 1.00
C -5.03 -0.57 0.86
C -5.67 0.30 0.00
C -4.94 1.26 -0.68
C -3.57 1.33 -0.47
N -2.95 0.45 0.33
C -2.70 2.34 -1.12
C -3.21 3.48 -1.73
C -2.34 4.37 -2.33
C -0.98 4.09 -2.32
C -0.55 2.96 -1.66
N -1.38 2.10 -1.07
H -0.72 -3.33 4.37
H -3.18 -3.82 4.20
H -4.54 -2.50 2.64
H 0.24 -1.61 2.90
H -5.60 -1.31 1.40
H -6.74 0.24 -0.13
H -5.43 1.94 -1.37
H -4.27 3.68 -1.71
H -2.72 5.27 -2.80
H -0.26 4.75 -2.79
H 0.51 2.73 -1.59
C 3.69 -1.28 4.15
C 3.18 -1.05 2.92
N 2.32 0.09 2.66
C 1.68 0.67 3.84
C 2.25 0.45 5.10
C 3.28 -0.49 5.25
C 1.74 1.14 6.23
C 0.73 2.04 6.08
C 0.14 2.26 4.81
C -0.85 3.24 4.64
C -1.37 3.45 3.39
C -0.93 2.64 2.33
N -0.01 1.70 2.44
C 0.59 1.53 3.66
H 4.39 -2.08 4.29
H 3.47 -1.61 2.05
H 3.74 -0.63 6.22
H 2.19 0.96 7.19
H 0.36 2.60 6.93
H -1.18 3.84 5.48
H -2.11 4.22 3.21
H -1.34 2.81 1.35
C 0.94 -2.41 -1.23
C 1.69 -1.72 -0.10
As 1.75 0.20 -0.59
C 2.95 0.01 -2.14
C 4.05 -0.84 -2.00
C 4.90 -1.04 -3.07
C 4.69 -0.38 -4.27
C 3.62 0.50 -4.39
C 2.74 0.69 -3.33
C 3.00 1.21 0.55
C 3.73 2.21 -0.10
C 4.63 3.00 0.59
C 4.82 2.82 1.95
C 4.08 1.86 2.62
C 3.16 1.11 1.92
As -0.86 -1.64 -1.52
C -1.95 -3.16 -2.06
C -1.80 -4.37 -1.39
C -2.47 -5.49 -1.85
C -3.34 -5.38 -2.93
C -3.50 -4.15 -3.58
C -2.83 -3.03 -3.12
C -0.77 -0.64 -3.19
C 0.19 -0.90 -4.16
C 0.11 -0.25 -5.39
C -0.88 0.68 -5.63
C -1.85 0.93 -4.66
C -1.80 0.26 -3.45
H 0.83 -3.47 -1.01
H 1.50 -2.33 -2.17
H 2.68 -2.17 0.00
H 1.14 -1.87 0.83
H 4.26 -1.35 -1.06
H 5.74 -1.73 -2.96
H 5.36 -0.55 -5.10
H 3.47 1.03 -5.32
H 1.90 1.36 -3.44
H 3.62 2.34 -1.17
H 5.21 3.75 0.06
H 5.55 3.41 2.49
H 4.24 1.71 3.68
H 1.57 -0.16 1.97
H -1.16 -4.46 -0.52
H -2.34 -6.44 -1.36
H -3.90 -6.24 -3.27
H -4.16 -4.07 -4.43
H -2.96 -2.08 -3.63
H 0.96 -1.64 -4.01
H 0.83 -0.49 -6.16
H -0.91 1.21 -6.57
H -2.65 1.64 -4.86
H -2.58 0.40 -2.72

=====

3.
66
Properties=species:S:1:pos:R:3 method="wB97M-V/def2-TZVPD" e_homo_ev=-0.93 orbital_gap_ev=4.8105 energy_ev=-92348.7343 e_above_lowest_kcal_mol=0.00 e_lumo_ev=3.878 charge=-2
Tl -0.08 0.00 0.19
O 3.14 5.59 -2.26
C 2.73 4.54 -1.80
S 2.38 4.28 -0.10
C 1.89 2.59 -0.21
C 1.91 2.04 -1.44
S 1.50 0.39 -1.89
S 2.42 3.09 -2.75
S 1.42 1.82 1.30
N -1.67 -0.15 7.99
C -0.45 -0.53 7.48
O 0.41 -1.01 8.19
C -0.29 -0.32 6.01
C -0.99 0.66 5.32
C -0.82 0.75 3.94
N -0.04 -0.07 3.26
C 0.64 -1.00 3.92
C 0.56 -1.16 5.30
H -1.86 -0.45 8.93
H -2.45 -0.08 7.37
H -1.64 1.36 5.83
H -1.34 1.50 3.35
H 1.24 -1.67 3.31
H 1.12 -1.92 5.82
Te -2.30 1.82 -0.23
C -3.54 0.39 -1.19
C -4.92 0.60 -1.26
C -5.76 -0.34 -1.85
C -5.23 -1.52 -2.36
C -3.86 -1.74 -2.30
C -3.03 -0.78 -1.74
H -5.34 1.51 -0.84
H -6.83 -0.16 -1.88
H -5.89 -2.27 -2.78
H -3.44 -2.67 -2.66
H -1.96 -0.98 -1.71
C -4.05 -1.10 2.17
C -2.67 -1.74 2.03
C -2.27 -2.44 3.33
C -2.53 -2.74 0.90
C -3.58 -3.60 0.65
C -3.48 -4.66 -0.25
C -2.25 -4.84 -0.88
C -1.17 -3.99 -0.68
C 0.10 -4.29 -1.46
C 0.40 -3.22 -2.51
C 1.31 -4.55 -0.56
C -1.27 -2.85 0.20
N -0.17 -2.08 0.35
H -4.01 -0.29 2.90
H -4.79 -1.82 2.52
H -4.39 -0.68 1.22
H -1.95 -0.94 1.85
H -2.99 -3.24 3.55
H -2.26 -1.75 4.19
H -1.29 -2.89 3.23
H -4.51 -3.46 1.18
H -4.31 -5.32 -0.44
H -2.13 -5.67 -1.57
H -0.10 -5.23 -2.00
H 0.58 -2.27 -2.02
H -0.44 -3.11 -3.20
H 1.29 -3.49 -3.09
H 1.56 -3.64 -0.01
H 2.18 -4.85 -1.17
H 1.10 -5.34 0.15

=====

4.
13
Properties=species:S:1:pos:R:3 method="wB97M-V/def2-TZVPD" e_homo_ev="-13.74 / -15.21" s2=2.01 multiplicity=3 orbital_gap_ev="10.4684 / 6.2195" energy_ev=-8237.6872 e_above_lowest_kcal_mol=61.23 e_lumo_ev="-3.267 / -8.994" charge=+1
C 0.65 0.10 -0.55
C -0.23 -0.74 0.23
C 1.50 0.96 -0.06
N -1.54 -0.53 -0.34
N -2.50 0.09 0.28
O -3.40 0.66 -0.21
H 0.49 0.17 -1.61
H -2.25 0.21 1.29
H -0.10 -1.86 0.18
H -0.49 -0.42 1.34
H 1.89 1.14 0.96
H 2.02 1.56 -0.80
H -1.69 -0.68 -1.34

=====

5.
11
Properties=species:S:1:pos:R:3 method="wB97M-V/def2-TZVPD" e_homo_ev=-8.92 orbital_gap_ev=8.6991 energy_ev=-9233.8141 e_above_lowest_kcal_mol=153.90 e_lumo_ev=-0.218 charge=0
C 1.74 1.10 -2.12
C 0.65 0.71 -1.26
C 1.29 2.17 -2.64
C -0.84 -1.22 1.21
N 0.63 -0.30 -0.49
N -0.46 -0.82 0.05
O -0.35 1.68 -1.29
H 2.69 0.64 -2.29
H -1.03 1.29 -0.69
H -0.34 -1.00 2.19
H -1.84 -1.59 1.35

=====

6.
103
Properties=species:S:1:pos:R:3 method="wB97M-V/def2-TZVPD" e_homo_ev=-9.22 orbital_gap_ev=7.9501 energy_ev=-259034.3884 e_lumo_ev=-1.274 charge=0
O 5.39 1.52 -1.01
S 4.60 2.37 -1.83
O 4.34 3.70 -1.29
C 3.04 1.62 -2.13
C 2.44 1.50 -3.34
C 1.17 0.90 -3.50
I 0.56 0.77 -5.51
C 0.42 0.41 -2.48
C -0.92 -0.26 -2.66
C -2.11 0.58 -3.17
C -2.65 1.72 -2.28
F -4.02 1.69 -2.40
Br -2.27 1.44 -0.42
C -2.24 3.16 -2.78
F -3.22 3.66 -3.56
F -1.14 3.10 -3.52
Br -2.00 4.51 -1.37
C 1.04 0.50 -1.18
N 0.56 0.05 -0.03
S 1.61 0.39 1.15
N 2.74 1.12 0.26
C 2.34 1.11 -0.99
C 5.49 2.62 -3.44
F 4.70 3.10 -4.40
F 6.44 3.55 -3.19
C 6.23 1.34 -3.90
F 5.35 0.33 -3.92
F 6.71 1.52 -5.12
F 7.22 1.05 -3.08
H 2.94 1.84 -4.23
H -1.19 -0.78 -1.74
H -0.74 -1.04 -3.40
H -2.95 -0.10 -3.25
H -1.93 0.97 -4.16
O -4.21 -0.07 1.61
H -4.89 0.30 2.18
H -3.87 -0.82 2.12
O 1.36 3.96 -2.44
H 0.86 4.76 -2.27
H 2.22 4.12 -2.04
O -0.11 -3.14 1.44
H -0.09 -2.35 0.90
H 0.81 -3.42 1.49
O -3.28 -2.05 4.09
H -2.93 -1.75 4.93
H -3.59 -2.94 4.28
O -3.22 6.75 0.52
H -3.71 7.15 -0.20
H -3.87 6.69 1.24
O -1.72 -4.05 5.36
H -1.10 -4.43 5.99
H -1.31 -4.20 4.50
O -0.80 -5.29 8.10
H -1.49 -4.93 8.66
H -0.46 -6.04 8.60
O -4.58 -5.31 6.01
H -3.64 -5.13 6.09
H -4.67 -6.23 6.30
O 9.29 3.91 -2.86
H 8.35 3.72 -2.97
H 9.54 4.32 -3.70
O -1.85 -7.02 5.59
H -1.50 -6.72 6.44
H -2.16 -7.92 5.77
O 0.80 4.70 0.38
H 1.75 4.85 0.50
H 0.64 3.86 0.83
O 4.26 -2.45 -2.67
H 4.80 -3.25 -2.71
H 4.76 -1.80 -3.17
O -1.50 1.32 -7.98
H -1.91 1.76 -7.22
H -1.28 2.04 -8.57
O 4.54 6.03 -3.01
H 5.49 6.18 -3.04
H 4.44 5.17 -2.59
O 8.35 -1.96 -2.80
H 7.99 -1.11 -2.55
H 9.27 -1.92 -2.51
O -3.59 -6.09 9.11
H -4.10 -5.56 8.48
H -4.23 -6.31 9.80
O -6.38 4.15 -1.75
H -6.82 3.34 -2.02
H -5.55 4.14 -2.24
O -6.72 -6.74 7.18
H -7.60 -7.03 6.93
H -6.45 -6.14 6.48
O 11.04 2.52 -4.85
H 10.37 1.97 -5.27
H 10.77 2.54 -3.92
O -4.17 -3.57 1.62
H -3.82 -3.26 2.47
H -4.48 -4.46 1.80
O -3.20 -5.86 -0.47
H -3.77 -6.01 -1.23
H -3.65 -5.19 0.05
O -3.05 3.49 2.32
H -3.48 3.79 3.12
H -2.88 4.28 1.81
O -6.88 0.61 3.48
H -7.35 0.01 4.06
H -7.45 0.70 2.71

=====

7.
47
Properties=species:S:1:pos:R:3 method="wB97M-V/def2-TZVPD" e_homo_ev=-9.22 smiles="CCOC(=O)[C@H](C(=O)c1ccc([N+](=O)[O-])cc1)C(C)(C)c1ccccc1" orbital_gap_ev=8.1082 energy_ev=-32803.5941 e_above_lowest_kcal_mol=147.54 e_lumo_ev=-1.115 charge=0
C 2.90 -5.12 3.56
C 1.90 -4.88 2.47
O 1.79 -3.47 2.27
C 1.03 -3.22 1.18
O 0.72 -4.06 0.34
C 0.74 -1.71 1.06
C -0.22 -1.51 -0.22
O -0.11 -0.52 -0.92
C -1.31 -2.49 -0.62
C -2.09 -3.21 0.30
C -3.13 -4.07 -0.10
C -3.39 -4.24 -1.47
N -4.24 -5.30 -1.90
O -4.52 -5.45 -3.11
O -4.67 -6.08 -1.01
C -2.72 -3.44 -2.42
C -1.71 -2.58 -1.98
C 1.88 -0.85 1.36
C 2.90 -1.50 0.51
C 2.35 -0.88 2.87
C 1.67 0.65 1.14
C 0.84 1.41 1.96
C 0.67 2.78 1.75
C 1.34 3.44 0.73
C 2.15 2.68 -0.11
C 2.38 1.31 0.15
H 2.90 -6.20 3.74
H 3.92 -4.85 3.28
H 2.65 -4.63 4.51
H 2.22 -5.39 1.55
H 0.89 -5.22 2.77
H 0.29 -1.26 1.93
H -1.90 -3.09 1.36
H -3.73 -4.65 0.60
H -3.00 -3.53 -3.48
H -1.20 -1.97 -2.73
H 2.44 -1.42 -0.46
H 3.84 -1.02 0.58
H 2.97 -2.55 0.82
H 1.71 -0.44 3.65
H 2.75 -1.85 3.21
H 3.25 -0.27 2.90
H 0.38 0.93 2.83
H -0.03 3.32 2.40
H 1.19 4.49 0.56
H 2.61 3.14 -0.99
H 3.10 0.76 -0.48

=====

8.
55
Properties=species:S:1:pos:R:3 method="wB97M-V/def2-TZVPD" e_homo_ev="-4.87 / -4.87" s2=2.01 multiplicity=3 orbital_gap_ev="6.8042 / 4.4901" energy_ev=-390756.5425 e_lumo_ev="1.931 / -0.385" charge=-1
Au -0.57 -0.87 0.25
Se -4.82 0.69 -2.25
Sb -4.26 -1.14 -0.77
Se -2.68 0.07 1.16
Se -2.01 -1.94 -1.71
Se -3.29 -1.04 3.06
C 2.15 3.11 1.91
N 2.78 2.80 0.65
C 2.57 3.50 -0.52
C 3.18 2.83 -1.51
N 3.75 1.71 -0.94
C 4.47 0.67 -1.65
C 3.52 1.69 0.39
Se 4.15 0.42 1.57
H 2.42 4.12 2.21
H 2.52 2.40 2.65
H 1.07 3.03 1.80
H 1.96 4.39 -0.53
H 3.25 3.04 -2.56
H 4.33 0.83 -2.72
H 4.07 -0.30 -1.37
H 5.53 0.70 -1.41
O -0.52 3.72 0.20
C -0.58 2.74 -0.54
O 0.11 1.69 -0.53
C -1.65 2.83 -1.67
N -1.68 1.51 -2.39
C -1.30 1.72 -3.81
C -0.47 2.99 -3.75
C -1.25 3.84 -2.75
H -2.63 3.02 -1.24
H -2.61 1.05 -2.30
H -0.96 0.96 -1.88
H -2.22 1.87 -4.37
H -0.79 0.83 -4.18
H -0.36 3.45 -4.73
H 0.52 2.76 -3.35
H -2.14 4.26 -3.23
H -0.68 4.66 -2.31
O 0.83 -6.47 -0.84
S 1.11 -5.65 0.30
O 0.67 -6.09 1.59
N 0.59 -4.10 0.01
C 1.58 -3.29 -0.10
S 1.51 -1.62 -0.48
C 2.94 -3.89 0.12
C 4.18 -3.26 0.16
C 5.29 -4.05 0.42
C 5.17 -5.42 0.64
C 3.93 -6.04 0.62
C 2.83 -5.24 0.35
H 4.26 -2.19 0.04
H 6.27 -3.59 0.47
H 6.06 -6.01 0.85
H 3.82 -7.10 0.81

=====

9.
12
Properties=species:S:1:pos:R:3 method="wB97M-V/def2-TZVPD" e_homo_ev=-2.75 smiles="N[C@@H](C=O)C[S-]" orbital_gap_ev=6.8572 energy_ev=-17581.8802 e_above_lowest_kcal_mol=27.33 e_lumo_ev=4.104 charge=-1
N -0.46 0.97 1.02
C 0.02 0.41 -0.26
C 1.51 0.36 -0.09
O 2.29 0.91 -0.84
C -0.65 -0.93 -0.56
S -0.42 -2.18 0.75
H -0.64 0.16 1.61
H -1.38 1.41 0.88
H -0.21 1.10 -1.06
H 1.90 -0.17 0.79
H -1.69 -0.70 -0.74
H -0.28 -1.34 -1.50

=====

> Which of these has the highest charge?

C53H43As2IrN5

=====

> What is the charge in the second record?

+4

=====

> Which of these has the lowest charge?

C27H28N3O2S4TeTl

=====

> Which of these has the lowest charge?

C27H28N3O2S4TeTl